Entry 1:
The following is a quantum chemistry calculation of a structure of composition C32H53AlBBeBrCl5F11MgN4O6P2S at a distorted geometry, from OMol25.

Structure (XYZ):
```
119
Properties=species:S:1:pos:R:3:forces:R:3
C 0.8964 2.1772 7.5966 -1.713 -0.205 2.460
C 0.4846 0.8638 7.1573 1.663 -0.971 -2.484
C 1.3044 0.1705 6.0997 -0.111 1.886 2.419
P 0.2625 -0.4297 4.5473 0.679 -3.227 -0.539
C 1.8793 -1.0994 3.8129 0.930 0.149 -0.638
C 2.5886 -0.3577 2.6479 0.715 -1.147 -0.983
C 1.8163 -0.4157 1.2696 0.673 0.411 -0.189
C 2.1424 0.8194 0.3437 0.059 -0.392 -0.373
C 3.0111 0.4414 -0.9103 -0.079 -0.207 -0.399
C 2.2076 0.5572 -2.2395 0.768 0.799 -0.991
C 1.5632 1.9951 -2.4983 -1.092 -1.247 0.568
C -0.0013 1.7726 -2.5418 0.329 0.119 0.565
C 0.0034 -2.1975 5.3017 -0.413 -0.908 1.648
C -1.2233 -2.3326 6.1962 0.057 -0.284 -0.466
C -1.2514 -2.1726 7.7194 -0.154 -0.543 -0.159
N -2.3567 -2.6550 5.6414 0.257 -1.230 0.195
O -1.2131 0.1141 5.3965 -1.740 1.048 0.275
C -2.2280 0.2878 4.6034 3.682 -0.807 3.036
N -2.9617 0.2695 3.7524 -2.941 0.370 -2.603
P 0.4718 1.6338 3.7153 0.683 2.955 -0.910
O -0.2355 2.7669 4.7664 0.319 -1.120 -0.340
Cl -0.6670 1.8971 1.9526 0.081 -0.357 0.964
H 0.1340 2.9775 7.4848 0.650 -0.317 0.294
H 1.8790 2.3812 8.0586 -0.323 -0.001 -0.960
H -0.3572 0.5243 7.7397 -1.137 -0.430 -3.438
H 1.8658 -0.6542 6.5890 -0.468 -0.002 -0.747
H 2.0256 0.9258 5.6876 -0.161 -0.677 0.508
H -0.5235 -0.8057 3.3855 0.035 0.252 0.287
H 1.6432 -2.1256 3.4394 -0.008 0.749 0.253
H 2.6503 -1.2763 4.6002 -0.760 0.122 -0.333
H 3.5125 -0.9611 2.4409 -0.545 0.474 0.372
H 3.0011 0.6500 2.8639 -0.734 -0.480 0.062
H 2.1908 -1.3015 0.7001 -0.366 0.406 0.629
H 0.7283 -0.5866 1.4020 0.532 0.412 0.031
H 1.1910 1.2627 -0.0126 0.576 -0.176 0.278
H 2.6857 1.6283 0.8781 -0.509 -0.573 0.032
H 3.9349 1.0621 -0.9682 -0.759 -0.246 -0.109
H 3.3914 -0.6097 -0.8639 -0.293 0.701 0.236
H 2.8783 0.3435 -3.1079 -0.286 0.088 0.687
H 1.4078 -0.2302 -2.2823 0.334 0.496 0.247
H 1.9278 2.4986 -3.4168 -0.054 -0.518 0.577
H 1.7641 2.6406 -1.6194 0.022 -0.256 -0.582
H -0.3397 1.2843 -3.4850 0.229 0.471 0.350
H -0.2789 1.0727 -1.7140 0.149 0.531 -0.504
H -0.5714 2.7059 -2.3512 0.236 -0.510 -0.450
H 0.8942 -2.5503 5.8820 -0.418 0.471 -0.592
H -0.1248 -2.9323 4.4731 0.126 0.719 0.391
H -0.2583 -2.0772 8.1958 -0.510 0.156 -0.402
H -1.7027 -3.1099 8.1306 0.325 0.611 -0.271
H -1.9593 -1.3636 8.0091 0.648 -0.411 -0.259
H -2.1898 -2.7601 4.6340 -0.394 0.098 0.144
H 0.2103 3.6202 4.6235 -0.074 -0.229 0.095
C -1.5378 -2.4503 -2.5831 -0.086 -0.027 -0.169
N -1.6863 -2.5184 -4.0485 -1.296 1.082 0.229
C -2.4931 -3.4499 -4.5870 0.169 -0.061 -0.372
C -2.6821 -3.5148 -5.9489 0.090 -0.410 0.034
C -2.0407 -2.5959 -6.7943 -0.092 0.238 0.501
C -1.2027 -1.6658 -6.2137 -0.164 0.301 -0.408
C -1.0247 -1.6409 -4.8390 0.611 -0.589 0.228
C -2.2582 -2.5843 -8.2541 -0.048 0.033 -0.389
C -2.7395 -1.4422 -8.8854 -0.014 0.169 0.172
C -2.8932 -1.4149 -10.2533 -0.018 -0.130 0.079
N -2.5784 -2.4868 -10.9972 -0.106 0.144 0.039
C -2.1334 -3.6175 -10.4180 0.068 0.028 0.227
C -1.9687 -3.6903 -9.0539 0.020 -0.210 -0.005
C -2.6998 -2.4310 -12.4701 0.059 -0.129 0.040
H -1.1883 -3.4241 -2.2308 0.004 0.037 0.057
H -2.5110 -2.2081 -2.1587 0.091 -0.040 0.124
H -0.8165 -1.6782 -2.3202 -0.042 -0.005 -0.032
H -2.9884 -4.1297 -3.9065 0.041 0.082 0.034
H -3.3526 -4.2669 -6.3459 0.038 0.034 0.051
H -0.6686 -0.9420 -6.8187 0.018 -0.004 0.098
H -0.3774 -0.9139 -4.3620 -0.244 0.118 0.084
H -3.0010 -0.5590 -8.3155 0.039 -0.022 -0.065
H -3.2594 -0.5352 -10.7645 0.088 -0.163 -0.029
H -1.9019 -4.4489 -11.0705 -0.017 0.087 -0.036
H -1.5890 -4.6084 -8.6227 -0.022 0.046 -0.030
H -3.3619 -3.2336 -12.7886 0.058 0.042 -0.075
H -1.7038 -2.5558 -12.8914 -0.092 -0.003 -0.084
H -3.1101 -1.4703 -12.7683 0.029 -0.036 0.081
B 4.8975 1.7679 -5.2370 0.373 0.222 0.004
F 5.1239 3.1309 -4.9498 -0.238 -0.339 -0.049
F 5.3344 0.9765 -4.1451 -0.325 0.062 -0.237
F 3.4926 1.5522 -5.4452 0.192 -0.076 0.068
F 5.6117 1.4094 -6.4028 -0.359 -0.038 0.244
C 3.7546 6.6601 3.9510 -0.134 0.218 0.053
C 3.5203 5.5539 4.9665 0.334 -0.141 -0.600
C 4.5827 4.4708 4.8604 -0.008 -0.128 0.192
O 2.2280 4.9776 4.7555 -0.416 -0.163 0.237
H 3.7095 6.2668 2.9313 0.109 -0.078 0.047
H 2.9797 7.4245 4.0314 0.052 -0.010 0.063
H 4.7274 7.1321 4.0991 -0.020 -0.024 -0.034
H 3.5236 5.9742 5.9742 -0.217 -0.075 -0.011
H 4.5648 4.0050 3.8710 0.026 0.120 -0.035
H 4.3968 3.6776 5.5882 0.038 0.064 0.027
H 5.5800 4.8775 5.0354 -0.018 -0.034 -0.026
H 2.2139 4.6025 3.8649 0.160 0.067 0.029
Be -3.0158 -4.9520 6.1731 0.192 1.261 -0.236
F 2.7204 -4.8674 8.1121 0.394 0.098 -0.924
Al 3.6629 -4.9752 6.6581 0.303 -0.300 0.125
F 5.3004 -4.5265 6.9919 -1.057 -0.163 -0.240
F 2.9930 -3.8856 5.4669 0.175 -0.414 0.688
F 3.6116 -6.5958 6.0512 -0.070 1.037 0.301
C -6.1008 1.1880 4.1521 1.226 0.160 0.064
F -6.0809 -0.1701 3.9724 -0.423 0.359 0.212
F -5.3822 1.4338 5.2563 -0.418 -0.069 -0.003
F -5.4219 1.7218 3.1339 -0.571 0.060 0.048
S -7.8351 1.8442 4.2658 -1.526 0.414 0.110
O -8.3913 1.1538 5.4091 0.481 -0.184 -0.057
O -8.4259 1.4756 2.9964 0.507 -0.191 -0.019
O -7.6536 3.2659 4.4532 0.513 -0.202 -0.028
Mg 1.0462 -3.3630 -4.2649 1.099 -0.379 -0.102
C -0.9059 2.3266 -10.0968 0.330 0.103 -0.177
Cl -2.5245 1.9137 -10.6993 -0.079 0.187 0.041
Cl -0.1965 0.9578 -9.2261 -0.009 0.020 0.013
Cl 0.1371 2.8230 -11.4219 -0.138 -0.068 0.152
H -1.0025 3.1574 -9.4061 -0.056 -0.101 -0.012
Cl -5.0864 -0.8512 1.9579 0.113 -0.534 -0.524
Br -0.0689 0.6518 9.5059 1.571 1.625 2.332
```
Positions in Å, forces in eV/Å.

frontier orbital gap	2.17	eV

=====

Entry 2:
The following is a quantum chemistry calculation of a cluster of 9 separate species, C32H53F9N2O18 in total at a distorted geometry, from OMol25.

Structure (XYZ):
```
114
Properties=species:S:1:pos:R:3:forces:R:3
C 20.6477 12.1816 12.6330 -0.419 1.523 1.216
C 19.7415 13.1286 13.4611 -1.100 -0.088 -0.248
O 18.3026 12.8574 13.1501 1.264 -1.637 -1.110
C 17.3508 13.6645 13.5067 0.519 -1.034 -1.042
O 17.4882 14.6060 14.1939 -0.024 2.163 1.606
C 15.9859 13.3635 12.8276 1.773 1.180 1.540
F 15.0918 13.8086 13.6714 -1.506 0.326 0.355
F 15.9426 14.0699 11.7147 -0.333 0.478 -1.154
F 15.7622 12.1182 12.5675 -0.346 -1.822 -0.594
H 20.5622 12.4644 11.5897 0.058 -0.229 -0.168
H 20.3907 11.1442 12.8029 0.001 -0.140 -0.034
H 21.6765 12.3909 12.9869 -0.448 -0.299 -0.308
H 19.8885 14.1792 13.2878 0.220 0.476 -0.781
H 19.8192 13.1057 14.5288 0.214 -0.863 0.698
C 9.1876 15.6535 16.2194 -0.110 1.340 -1.118
C 9.1341 17.1905 16.1719 -0.561 -0.809 0.757
O 8.3178 17.4439 17.4012 1.112 -0.575 -1.131
C 8.0869 18.6704 17.7114 0.643 1.590 -1.074
O 8.3970 19.6716 17.1201 0.128 -0.251 -0.222
C 7.3544 18.7460 18.9924 -1.328 1.617 2.298
F 7.9545 18.0476 19.9461 -0.186 -1.117 0.082
F 7.3495 20.0059 19.5073 -0.382 -0.456 -0.903
F 6.0589 18.3620 18.8246 0.893 -0.007 0.316
H 9.8591 15.2934 16.9715 0.382 -0.031 0.428
H 9.5848 15.3857 15.2374 -0.302 -0.621 0.078
H 8.1715 15.2914 16.4420 0.449 -0.085 -0.512
H 8.6413 17.6201 15.3100 -0.774 -0.290 -0.118
H 10.0852 17.7270 16.1204 0.091 -0.298 1.028
C 15.2315 17.5033 15.7942 1.761 -0.998 -1.031
C 14.9499 16.0166 15.9127 -0.005 0.557 0.758
O 14.3574 15.7803 17.2621 -0.684 0.085 -0.109
C 13.0690 16.1170 17.3634 0.652 0.088 -1.144
O 12.3767 16.4819 16.4464 -0.260 -0.031 0.540
C 12.5572 15.9970 18.8192 2.094 -0.318 -0.424
F 13.0321 14.7882 19.2492 -0.736 1.015 0.562
F 13.1768 17.0137 19.5363 -1.486 -1.500 -0.444
F 11.2352 16.0129 18.9140 0.782 0.389 0.370
H 15.4900 17.6504 14.7358 -0.112 0.148 0.104
H 16.1495 17.8126 16.3376 -0.999 0.041 0.128
H 14.3271 18.0361 15.9632 -0.405 0.807 0.451
H 15.8391 15.3793 15.8412 -0.511 0.217 0.192
H 14.2151 15.7542 15.1665 -0.148 -0.403 -0.023
C 16.7652 13.6079 19.5579 -1.430 -1.914 -0.717
C 17.2350 14.1711 18.2211 -1.445 -0.607 0.405
O 16.4921 13.5540 17.1404 -0.191 0.030 0.404
C 17.0207 12.4648 16.5900 -0.165 0.843 -0.541
O 18.1820 12.1442 16.6318 -0.373 -0.524 0.001
O 16.0175 11.8753 15.9045 1.050 0.277 -0.095
C 16.3279 10.6250 15.2952 -1.342 -1.060 -0.105
H 17.3661 14.0579 20.2856 0.670 0.754 1.467
H 16.9348 12.5047 19.6437 0.325 0.733 -0.361
H 15.6772 13.6599 19.8169 0.859 0.742 -0.507
H 18.2535 13.8854 18.1004 0.927 0.339 -0.202
H 17.0378 15.2477 18.1782 0.221 -0.300 -0.269
H 15.3236 10.1384 15.2377 0.874 -0.007 0.324
H 17.0344 10.0779 15.9226 -0.148 -0.081 -0.240
H 16.6459 10.6436 14.2462 0.407 0.647 0.402
C 13.2582 15.4058 7.7282 -1.511 -0.347 0.014
C 13.3570 15.5185 9.2418 0.930 0.315 -1.550
O 12.7558 16.7082 9.6750 -0.337 1.772 0.462
C 13.5382 17.7917 9.6134 0.873 0.299 -0.179
O 14.7061 17.7381 9.3287 -0.105 0.309 0.150
O 12.9341 18.9582 9.9045 -0.910 -1.112 -0.373
C 11.4750 18.8922 9.8687 0.868 -0.813 0.450
H 13.4965 16.3494 7.2318 0.015 -0.067 0.166
H 12.1721 15.1323 7.5026 1.558 0.247 -0.166
H 13.9649 14.6583 7.3680 -0.293 -0.141 -0.116
H 14.3783 15.4074 9.5606 0.340 0.264 0.401
H 12.7425 14.8421 9.7205 -0.941 -2.072 0.805
H 11.1764 18.7644 8.8451 -0.341 0.559 -0.509
H 11.1204 19.7573 10.3907 -0.240 0.498 -0.111
H 11.1574 17.9836 10.3635 -0.193 0.119 0.421
C 11.8001 20.8049 15.6132 -0.498 3.032 -1.153
C 11.2908 20.8508 14.1688 2.250 -1.604 -0.297
O 10.7651 19.5475 13.7228 -1.330 1.387 0.839
C 11.5526 18.5379 13.5600 0.415 -0.303 -1.189
O 12.7448 18.5493 13.4882 1.473 0.062 0.450
O 10.8148 17.4693 13.2849 -0.730 -0.953 0.725
C 11.4997 16.2573 13.0116 0.677 -1.644 -0.120
H 12.5581 20.0993 15.7052 1.152 -1.507 0.333
H 11.0057 20.7251 16.3483 0.003 -0.159 0.039
H 12.3344 21.8089 15.7212 -0.776 -1.131 0.212
H 12.1238 21.1400 13.4730 -0.811 -0.296 0.671
H 10.4747 21.4862 14.0220 -1.201 0.982 -0.076
H 12.0365 16.3468 12.0708 0.157 0.109 -0.076
H 10.7386 15.4671 12.8617 0.128 0.651 0.167
H 12.2323 15.8332 13.7688 -0.983 1.204 -0.403
C 9.1863 11.6560 14.5892 1.072 -0.169 -0.525
C 10.7181 12.0601 14.6386 -2.657 -0.744 -1.713
O 11.2536 11.1817 15.5558 1.776 0.436 1.783
C 12.3990 11.6457 16.1456 -0.023 -0.607 -1.333
O 13.0235 12.6320 15.8172 -0.866 -0.704 0.843
O 12.7282 10.6808 16.9903 0.306 0.830 1.081
C 13.7109 10.9744 18.0210 0.762 -1.447 -0.965
H 9.1567 10.5197 14.4130 -0.198 1.798 0.315
H 8.6911 12.1981 13.7589 0.182 -0.452 0.378
H 8.6823 11.9405 15.5302 0.272 -0.352 -0.390
H 10.9220 13.0877 14.8561 -0.106 0.618 0.444
H 11.1692 11.8469 13.6732 0.030 0.085 -0.360
H 14.1569 9.9661 18.1033 0.033 0.608 0.585
H 13.2457 11.2703 18.9603 -0.097 0.151 -0.247
H 14.5009 11.6453 17.6592 -0.604 0.123 0.159
C 16.0019 23.8030 15.8120 0.703 -0.613 0.768
C 16.2469 22.3687 16.1371 0.214 -0.603 1.264
N 16.5220 21.3450 16.6136 -0.492 1.246 -1.051
H 16.9423 24.3001 16.1818 -0.949 -0.153 -0.739
H 15.1626 24.1823 16.4495 0.562 -0.362 -0.928
H 15.8567 23.8791 14.7218 -0.102 0.423 0.615
C 15.0054 20.0614 11.8030 0.271 0.158 1.383
C 14.5070 21.3857 12.2510 -0.634 1.461 0.042
N 14.0771 22.4292 12.5584 0.972 -2.143 -0.485
H 14.7182 19.3301 12.5941 0.218 0.453 -0.624
H 16.1043 20.0799 11.7134 -0.488 0.068 -0.012
H 14.5439 19.7632 10.8738 0.091 0.222 -0.057
```
Positions in Å, forces in eV/Å.

SMILES	CCOC(=O)C(F)(F)F.CCOC(=O)C(F)(F)F.CCOC(=O)C(F)(F)F.CCOC(=O)OC.CCOC(=O)OC.CCOC(=O)OC.CCOC(=O)OC.CC#N.CC#N
frontier orbital gap	11.26	eV

=====

Among the records above, which one has the lowest frontier orbital gap?
C32H53AlBBeBrCl5F11MgN4O6P2S

=====

What is the formula in the first record?
C32H53AlBBeBrCl5F11MgN4O6P2S

=====

Look up the frontier orbital gap of the second one.
11.26 eV